(1)
A molecular structure, C4H11NO3S2 at a distorted geometry, computed with the ωB97M-V functional and the def2-TZVPD basis.

Structure (XYZ):
```
21
Properties=species:S:1:pos:R:3:forces:R:3
C 0.781 1.547 1.259 -0.1 -1.9 -0.1
C -2.389 -1.766 0.402 3.0 -0.1 -1.1
C 0.653 0.141 0.681 -5.4 -0.2 -1.1
C -0.632 0.216 -0.779 1.3 -1.3 0.7
N -0.743 1.377 -1.595 0.0 -1.0 0.7
O 3.104 -0.296 1.017 1.0 0.1 -0.2
O 1.724 -2.070 -0.020 0.4 1.1 -0.8
O 2.383 0.088 -1.264 -0.5 -0.7 0.0
S -2.298 -0.024 -0.094 -0.2 0.3 0.4
S 2.059 -0.671 0.136 -0.5 -0.9 0.6
H -0.107 1.648 1.850 -0.7 0.7 0.1
H 1.602 1.620 1.950 0.6 0.2 0.0
H 0.841 2.220 0.430 0.1 0.9 -0.2
H -3.188 -2.215 -0.122 -0.8 -0.6 -0.5
H -2.422 -2.005 1.436 -0.3 0.4 1.1
H -1.393 -2.212 0.070 -1.4 0.3 0.1
H -0.098 -0.547 1.291 2.5 1.1 -0.9
H -0.400 -0.685 -1.411 0.0 0.8 0.7
H -1.227 2.116 -1.133 0.0 0.7 0.0
H 1.711 -0.129 -1.950 0.6 -0.1 0.6
H 0.038 1.646 -2.154 0.4 0.2 0.0
```
Forces are in eV/Å.

Energy above the lowest of the compared OMol25 structures with the same formula, charge and spin   161.6 kJ/mol
Frontier orbital gap   9.32 eV
Largest force on an atom   5.50 eV/Å
Spin multiplicity   1


(2)
A gas-phase ion, C4H4ClN2 (charge +1) at a distorted geometry, computed with the ωB97M-V functional and the def2-TZVPD basis.

Structure (XYZ):
```
11
Properties=species:S:1:pos:R:3:forces:R:3
C -1.516 1.232 -0.114 -1.0 -1.8 0.4
C 0.332 -0.147 0.032 1.4 -0.7 -0.8
C -2.204 -0.946 -0.996 -0.9 2.1 0.3
C 0.918 -1.296 -0.200 -1.0 1.4 3.2
N -2.209 0.137 -0.460 0.9 -1.0 -1.3
N -0.259 0.935 0.353 3.0 -0.1 0.7
Cl -2.803 -2.394 -1.434 0.4 0.3 0.5
H -1.882 2.158 0.146 -1.2 1.5 0.2
H 0.915 -1.834 0.765 -0.2 -0.6 -0.6
H 1.587 -1.667 -0.927 0.3 0.1 -1.2
H 0.360 1.629 0.924 -1.7 -1.2 -1.4
```
Forces are in eV/Å.

Energy above the lowest of the compared OMol25 structures with the same formula, charge and spin   277.5 kJ/mol
Frontier orbital gap (spin up / spin down)   7.39 / 7.38 eV
Largest force on an atom   3.59 eV/Å
Charge   +1
Spin multiplicity   1


(3)
A single C3H5FS2 molecule at a distorted geometry, computed with the ωB97M-V functional and the def2-TZVPD basis.

Structure (XYZ):
```
11
Properties=species:S:1:pos:R:3:forces:R:3
F 1.856 0.340 -1.246 -0.7 -1.5 2.3
C 1.468 -0.408 -0.092 1.3 -2.0 3.2
C 0.115 -0.011 0.639 -1.1 -0.9 -0.8
C -1.113 0.071 -0.349 0.6 -0.9 3.5
S -2.141 -1.178 -0.584 0.7 0.7 -0.8
S -1.432 1.787 -0.311 -1.2 -0.7 -2.7
H 2.263 -0.366 0.893 -1.5 0.4 -3.3
H 1.439 -1.716 -0.247 -0.1 4.3 -0.3
H -0.224 0.878 1.298 2.4 -0.8 -0.8
H 0.015 -0.847 1.362 -0.2 0.1 -0.7
H -2.247 1.450 -1.362 -0.2 1.3 0.5
```
Forces are in eV/Å.

Energy above the lowest of the compared OMol25 structures with the same formula, charge and spin   265.8 kJ/mol
Frontier orbital gap   8.23 eV
SMILES   FCCC(=S)S
Largest force on an atom   4.29 eV/Å
Spin multiplicity   1


(4)
A molecular structure, C40H70O20 at a distorted geometry, computed with the ωB97M-V functional and the def2-TZVPD basis.

Structure (XYZ):
```
130
Properties=species:S:1:pos:R:3:forces:R:3
O 19.232 20.118 22.628 0.2 -2.9 1.1
C 19.737 19.115 23.171 -0.5 0.6 -0.7
O 19.082 18.106 23.806 -0.5 0.2 -0.1
C 17.618 18.096 23.806 0.5 1.9 0.2
C 17.097 19.157 24.823 0.5 -0.9 0.2
C 21.203 18.879 23.099 -2.8 -3.5 -0.2
H 17.236 17.093 23.996 0.6 0.0 0.2
H 17.374 18.373 22.781 -0.5 0.0 0.1
H 16.135 18.876 25.251 -0.3 -0.1 -0.3
H 17.005 20.148 24.378 1.3 -1.6 1.0
H 17.730 19.236 25.707 0.4 -0.2 -0.1
H 21.368 18.629 22.051 -0.7 -0.3 3.2
H 21.587 18.014 23.639 -0.4 -0.2 0.4
H 21.703 19.780 23.453 -1.4 -1.9 -1.0
O 26.018 25.568 23.670 -2.0 -0.1 -2.7
C 25.313 25.790 22.667 1.7 1.5 2.6
O 24.743 24.911 21.868 0.0 0.5 0.0
C 24.802 23.572 22.213 2.5 -3.0 -2.1
C 25.955 22.879 21.476 1.1 0.6 1.4
C 24.988 27.206 22.193 0.5 -0.6 0.0
H 23.947 23.119 21.710 2.7 1.4 -0.3
H 24.804 23.319 23.273 0.3 0.7 -0.1
H 26.871 23.345 21.840 0.3 0.3 -0.5
H 25.857 22.941 20.392 0.0 -0.1 0.2
H 26.088 21.857 21.831 -0.4 -0.1 -0.3
H 24.839 27.865 23.048 0.8 0.0 -0.1
H 24.065 27.265 21.615 0.7 -0.2 -0.2
H 25.854 27.413 21.565 -0.1 0.8 0.0
O 19.821 26.594 19.690 0.6 -0.6 2.0
C 20.577 26.263 20.610 0.5 0.6 -4.1
O 20.246 25.951 21.831 -2.2 0.7 -0.6
C 18.838 25.791 22.122 -1.6 -0.2 0.0
C 18.702 25.442 23.601 2.0 3.3 -8.9
C 22.092 26.129 20.345 -0.4 -0.4 0.2
H 18.426 25.013 21.479 0.4 0.4 -0.2
H 18.248 26.673 21.872 0.4 0.4 -0.1
H 19.246 26.231 24.121 -4.8 0.3 -16.7
H 19.166 24.491 23.861 0.0 3.0 -1.8
H 17.659 25.446 23.919 1.5 3.1 -0.5
H 22.415 26.034 19.309 -0.8 0.6 -0.2
H 22.465 25.185 20.742 0.0 0.4 0.6
H 22.561 27.002 20.799 0.1 -0.3 -0.2
O 21.470 24.797 24.625 3.1 5.6 7.1
C 22.013 25.912 24.614 -1.3 -1.3 -1.5
O 22.035 26.848 25.555 0.3 -0.3 -0.4
C 21.535 26.572 26.854 1.7 1.3 1.9
C 22.531 27.124 27.888 0.1 -0.1 -0.5
C 22.484 26.380 23.274 1.4 1.4 0.8
H 21.310 25.512 26.975 0.5 0.0 0.1
H 20.618 27.152 26.957 0.7 0.2 0.4
H 22.204 26.846 28.890 0.1 0.0 0.0
H 22.587 28.210 27.817 -0.3 0.0 0.0
H 23.555 26.803 27.702 -0.1 -0.4 0.1
H 22.905 27.384 23.326 -0.4 0.0 0.3
H 21.669 26.356 22.551 0.7 0.4 1.1
H 23.283 25.759 22.867 -0.9 -0.1 0.5
O 18.135 24.084 24.928 -1.6 -1.5 13.2
C 18.308 24.814 25.952 0.5 -2.3 -2.3
O 18.031 24.473 27.245 0.9 2.1 -1.3
C 17.600 23.183 27.610 0.2 -1.0 0.5
C 18.778 22.213 27.683 0.4 -0.2 -0.9
C 19.090 26.090 25.734 0.1 0.7 7.0
H 16.773 22.939 26.944 0.1 -0.6 0.1
H 17.261 23.256 28.644 -0.5 0.4 -0.2
H 19.509 22.434 28.461 -0.3 0.5 0.2
H 19.347 22.249 26.754 -0.1 -0.2 -0.2
H 18.507 21.173 27.864 -0.4 0.1 -0.2
H 19.987 26.068 26.353 -2.5 -0.9 -0.4
H 18.554 26.996 26.017 -0.3 0.0 0.2
H 19.431 26.208 24.706 4.4 -0.4 15.4
O 22.898 22.986 20.317 1.5 -2.5 0.2
C 22.881 21.803 20.661 -0.3 -0.8 -1.0
O 24.024 21.018 20.951 -2.0 2.8 -1.1
C 23.620 19.689 21.178 0.3 -1.8 0.3
C 22.253 19.533 20.608 -1.0 1.0 -1.5
C 21.621 20.921 20.749 1.9 -1.7 0.6
H 23.694 19.523 22.253 -0.5 -0.4 -0.4
H 24.301 18.996 20.684 0.4 0.3 0.0
H 21.596 18.814 21.099 1.3 0.4 -3.1
H 22.263 19.361 19.531 0.4 -0.4 -0.1
H 21.093 21.025 21.697 -0.1 0.3 -0.1
H 20.900 21.104 19.952 2.0 -1.7 2.0
O 14.902 24.425 22.162 2.2 -3.7 0.7
C 15.661 23.479 22.497 -2.8 1.6 -0.1
O 15.293 22.115 22.507 -0.3 1.6 -0.3
C 16.319 21.309 23.120 -0.3 1.2 -0.9
C 17.345 22.265 23.627 0.8 -0.2 0.7
C 17.032 23.605 23.039 -2.1 -0.7 -1.5
H 16.818 20.674 22.388 -0.6 -0.4 -0.1
H 15.979 20.760 23.999 -1.8 0.7 -1.4
H 18.352 21.985 23.320 -1.1 -0.9 0.4
H 17.347 22.288 24.717 -0.2 -0.1 -0.2
H 17.633 23.724 22.138 -0.6 0.1 0.5
H 17.220 24.479 23.663 -2.6 -2.6 -1.7
O 18.893 22.676 21.517 0.9 -0.2 -3.1
C 19.101 23.027 20.365 0.3 -1.9 1.1
O 18.168 23.610 19.644 -0.8 0.6 -0.9
C 18.609 23.913 18.279 0.5 -0.9 0.3
C 20.109 23.643 18.368 0.2 1.2 0.4
C 20.325 22.708 19.543 -1.8 1.7 -1.9
H 18.353 24.951 18.067 0.0 -0.2 0.1
H 18.156 23.226 17.566 -0.5 0.0 0.3
H 20.450 24.593 18.778 0.8 0.1 -0.8
H 20.610 23.363 17.442 -0.1 0.2 0.1
H 21.302 22.860 20.000 -1.4 0.6 -0.3
H 20.257 21.655 19.272 -1.6 1.4 -1.5
O 26.279 17.160 25.664 -2.0 2.0 -0.9
C 25.528 18.082 25.355 2.4 -0.6 0.0
O 25.801 18.877 24.230 -0.2 -0.5 0.5
C 25.051 20.124 24.219 0.0 -1.1 1.3
C 23.926 19.868 25.223 0.7 -2.2 1.4
C 24.328 18.630 26.081 0.2 1.1 -0.6
H 24.582 20.314 23.254 1.0 0.1 0.3
H 25.732 20.922 24.515 0.0 0.1 -0.1
H 23.074 19.554 24.620 1.3 -0.7 1.9
H 23.677 20.742 25.825 -0.2 -0.1 -0.1
H 23.547 17.870 26.067 0.0 0.1 0.2
H 24.551 18.928 27.106 0.3 -0.5 0.0
O 22.471 20.636 23.782 -0.4 9.4 -0.6
C 21.917 21.757 23.749 0.2 -0.1 -0.6
O 20.630 21.943 24.072 1.8 -3.3 0.7
C 20.170 23.208 23.746 -0.5 0.1 0.2
C 21.201 23.785 22.853 0.5 -0.1 -2.3
C 22.474 23.064 23.244 -1.7 -1.1 0.1
H 20.105 23.745 24.693 -0.2 -1.2 -0.6
H 19.193 23.105 23.275 1.5 0.0 0.4
H 21.333 24.860 22.976 -0.6 -2.4 -1.7
H 20.892 23.554 21.834 0.5 -0.2 0.0
H 22.951 23.552 24.095 0.2 -0.2 -0.2
H 23.167 23.019 22.404 -2.5 -0.8 2.6
```
Forces are in eV/Å.

Energy above the lowest of the compared OMol25 structures with the same formula, charge and spin   3087.6 kJ/mol
Frontier orbital gap   8.91 eV
Largest force on an atom   17.35 eV/Å
Spin multiplicity   1


(5)
A single C3H3ClO2 molecule at a distorted geometry, computed with the ωB97M-V functional and the def2-TZVPD basis.

Structure (XYZ):
```
9
Properties=species:S:1:pos:R:3:forces:R:3
O 1.109 -0.810 -1.510 0.0 1.8 1.0
C 1.029 0.140 -0.741 0.1 -2.4 -0.5
C -0.376 0.448 -0.165 2.1 0.0 0.5
Cl -0.476 2.092 0.468 -0.1 0.1 0.1
C -0.676 -0.619 0.900 -1.4 -1.2 -1.3
O -1.508 -1.454 0.602 0.9 0.8 0.8
H 1.954 0.614 -0.357 -0.4 0.4 -0.1
H -0.953 0.297 -1.044 -1.3 0.0 -0.3
H -0.103 -0.707 1.846 -0.1 0.5 -0.3
```
Forces are in eV/Å.

Energy above the lowest of the compared OMol25 structures with the same formula, charge and spin   98.1 kJ/mol
Frontier orbital gap   9.99 eV
SMILES   O=CC(Cl)C=O
Largest force on an atom   2.44 eV/Å
Spin multiplicity   1


(6)
2 unconnected molecules or ions with the total composition C7H10N2O3 at a distorted geometry, computed with the ωB97M-V functional and the def2-TZVPD basis.

Structure (XYZ):
```
22
Properties=species:S:1:pos:R:3:forces:R:3
C -2.231 0.934 -0.537 1.4 2.8 -2.8
C -2.177 0.244 0.699 0.3 -1.8 2.4
C -1.207 0.496 1.569 1.1 -0.1 1.0
N -0.395 0.889 2.377 -0.2 0.0 0.1
C -3.248 -0.646 1.007 2.4 1.7 -0.1
N -4.143 -1.315 1.173 -2.3 -1.8 0.5
H -2.833 0.501 -1.285 -0.9 -0.9 -0.6
H -1.232 1.052 -1.053 -1.1 0.1 0.9
H -2.668 1.918 -0.349 0.2 0.3 -0.4
H 0.571 0.602 2.639 -1.4 -0.2 -0.9
O 1.073 2.148 -0.149 -0.6 -0.1 -0.9
C 1.082 1.037 -0.945 1.1 0.0 -0.1
C 1.594 -0.124 -0.494 -0.8 1.8 0.4
O 1.908 -0.119 0.872 0.3 0.2 -0.8
C 1.928 -1.365 -1.201 -0.4 0.2 4.0
O 1.448 -2.421 -0.264 -0.6 1.7 -1.3
H 1.405 1.844 0.682 0.4 0.0 1.2
H 0.804 1.321 -1.949 0.1 -0.6 -0.2
H 1.855 -1.043 1.117 0.0 -0.6 0.3
H 2.973 -1.467 -1.141 1.6 -0.1 -0.5
H 1.587 -1.325 -2.168 -1.2 -0.6 -2.3
H 1.905 -3.161 -0.601 0.6 -1.9 -0.1
```
Forces are in eV/Å.

Energy above the lowest of the compared OMol25 structures with the same formula, charge and spin   410.6 kJ/mol
Frontier orbital gap   8.91 eV
SMILES   CC(=C=N)C#N.O/C=C(\O)CO
Largest force on an atom   4.19 eV/Å
Spin multiplicity   1